No. 1
{"formula": "C2H5BrSi", "method": "ωB97M-V/def2-TZVPD", "spin_multiplicity": 1, "homo_lumo_gap_ev": 9.41, "lumo_energy_ev": 0.71, "smiles": "Br[SiH]1CC1", "total_charge": 0, "species": ["Br", "Si", "C", "C", "H", "H", "H", "H", "H"], "xyz": [[-2.847738, 0.128115, -0.035249], [-0.838223, -0.795924, -0.020851], [0.546139, 0.211487, 0.809743], [0.561822, 0.451118, -0.704077], [-0.923125, -2.123830, -0.558515], [1.453348, -0.289226, 1.386049], [0.197966, 1.040783, 1.316195], [0.566603, 1.443356, -0.921063], [1.283207, -0.065882, -1.272236]], "atomic_forces_ev_per_a": [[-0.1, -0.1, 0.2], [1.5, 3.2, -0.6], [2.1, -3.7, 0.2], [-1.3, -3.4, 1.7], [0.3, -0.6, 0.0], [-1.9, 1.0, -1.4], [-0.8, 1.5, 1.2], [-0.7, 2.7, -1.0], [1.0, -0.7, -0.4]], "mulliken_charge": [-0.227, 0.487, -0.508, -0.786, -0.092, 0.249, 0.277, 0.336, 0.266]}

***

No. 2
{"formula": "C7H11O2P", "method": "ωB97M-V/def2-TZVPD", "spin_multiplicity": 1, "homo_lumo_gap_ev": 9.52, "lumo_energy_ev": 0.23, "smiles": "C=C(/C=C/C(C)C)OP=O", "total_charge": 0, "species": ["C", "C", "C", "C", "C", "C", "C", "O", "P", "O", "H", "H", "H", "H", "H", "H", "H", "H", "H", "H", "H"], "xyz": [[-0.512555, -0.095390, 3.442845], [0.158428, 0.079552, 2.320417], [-0.443195, 0.628348, 1.053641], [0.036294, 0.287791, -0.176880], [-0.562880, 0.638334, -1.485143], [-1.376278, -0.669813, -1.696439], [0.504569, 0.911556, -2.481965], [1.618172, -0.617046, 2.309051], [1.907590, -1.841953, 1.354440], [3.374511, -2.105041, 1.460043], [0.091486, -0.531214, 4.143836], [-1.408847, 0.490655, 3.600016], [-1.225239, 1.291266, 1.397962], [0.947372, -0.222306, -0.389436], [-1.154433, 1.628338, -1.263238], [-1.730138, -0.721750, -2.677254], [-2.194441, -0.667018, -0.925039], [-0.611559, -1.452643, -1.519131], [1.124319, 0.138292, -2.911162], [0.117862, 1.222491, -3.459437], [1.338962, 1.607550, -2.097125]], "atomic_forces_ev_per_a": [[0.4, 1.7, -1.6], [1.4, -1.7, -1.6], [3.1, -1.4, 0.1], [-0.8, 2.3, 1.9], [-1.5, 1.1, 1.7], [0.5, 1.1, 1.5], [2.0, 1.5, -1.4], [-3.5, 2.5, 0.2], [2.0, -0.9, 0.0], [-1.7, 0.1, -0.3], [0.6, -1.2, 2.4], [-0.1, -0.5, 0.2], [-0.5, 0.0, -1.0], [0.6, -0.7, 0.9], [0.5, -2.0, -1.0], [-0.8, -0.3, -1.6], [0.8, -0.5, -0.9], [-0.9, -0.1, -0.1], [0.0, -1.5, 0.8], [-0.3, 0.9, 0.4], [-1.7, -0.5, -0.6]], "mulliken_charge": [-0.904, 0.450, -0.169, -0.660, 0.633, -1.164, -1.647, -0.271, 0.420, -0.501, 0.390, 0.276, 0.298, 0.387, 0.249, 0.433, 0.306, 0.335, 0.401, 0.395, 0.343]}

***

No. 3
{"formula": "C10H10N2O2", "method": "ωB97M-V/def2-TZVPD", "spin_multiplicity": 1, "homo_lumo_gap_ev": [8.17, 8.17], "lumo_energy_ev": [0.31, 0.31], "smiles": "[H]/N=N/C=C\\C=C(\\O)Oc1ccccc1", "total_charge": 0, "species": ["H", "N", "N", "C", "C", "C", "C", "O", "O", "C", "C", "C", "C", "C", "C", "H", "H", "H", "H", "H", "H", "H", "H", "H"], "xyz": [[0.781900, 1.656474, 2.551777], [0.669657, 0.734794, 2.101748], [0.597598, -0.140344, 2.989063], [0.309160, -1.442043, 2.907757], [-0.764656, -2.090994, 2.365801], [-1.748542, -1.661067, 1.403936], [-1.482317, -1.153527, 0.187159], [-2.478616, -0.813099, -0.665357], [-0.201703, -1.084406, -0.261524], [0.243291, 0.002615, -0.977406], [1.378649, -0.195432, -1.759196], [1.892297, 0.848303, -2.501696], [1.278991, 2.091760, -2.475441], [0.160960, 2.289470, -1.686579], [-0.362653, 1.252115, -0.932687], [0.862508, -1.988430, 3.667261], [-1.006391, -3.035520, 2.842702], [-2.783713, -1.886439, 1.621133], [-2.104781, -0.496818, -1.499569], [1.842991, -1.169168, -1.761092], [2.770828, 0.690818, -3.108978], [1.677367, 2.906694, -3.060944], [-0.315036, 3.258333, -1.651980], [-1.217788, 1.425912, -0.295886]], "atomic_forces_ev_per_a": [[0.1, -0.4, 0.2], [-0.6, -1.4, -0.4], [0.7, 3.5, 0.6], [-1.0, -2.5, -0.5], [0.7, 0.5, 0.4], [-0.1, 0.4, -0.5], [0.0, 0.1, 0.6], [0.4, -0.1, 0.0], [-0.2, -0.1, -0.1], [0.1, 0.3, -0.3], [-0.3, -0.2, 0.2], [0.0, 0.1, 0.0], [0.1, 0.1, -0.1], [0.0, 0.0, -0.1], [-0.1, -0.2, 0.2], [-0.1, 0.0, -0.1], [0.2, -0.1, -0.1], [-0.1, 0.0, -0.1], [0.0, -0.1, 0.1], [0.0, -0.1, 0.0], [0.1, 0.0, 0.0], [0.0, 0.1, 0.0], [0.0, 0.1, 0.0], [0.0, 0.0, 0.1]], "mulliken_charge": [0.224, -0.092, -0.436, -0.322, -0.283, -0.592, 0.688, -0.513, -0.370, 0.243, -0.731, -0.439, -0.517, -0.653, 0.219, 0.379, 0.351, 0.391, 0.426, 0.412, 0.388, 0.382, 0.369, 0.480]}

***

No. 4
{"formula": "C5H12NO", "method": "ωB97M-V/def2-TZVPD", "spin_multiplicity": 1, "homo_lumo_gap_ev": 9.40, "lumo_energy_ev": -5.02, "smiles": "C=[NH+]CCCCO", "total_charge": 1, "species": ["C", "N", "C", "C", "C", "C", "O", "H", "H", "H", "H", "H", "H", "H", "H", "H", "H", "H", "H"], "xyz": [[-2.636411, 0.031690, 0.405947], [-1.409495, 0.403555, 0.354005], [-0.746211, 0.646191, -0.999600], [0.204541, -0.540211, -1.208412], [1.212661, -0.919595, -0.139185], [1.911602, 0.229940, 0.609965], [1.030472, 0.770132, 1.573266], [-2.966057, -0.213882, 1.418054], [-3.384070, 0.349866, -0.299815], [-0.776478, 0.006962, 1.055438], [-1.588264, 0.840623, -1.659993], [-0.259485, 1.608236, -0.789213], [-0.516913, -1.352849, -1.373517], [0.733773, -0.374331, -2.152315], [1.945123, -1.632090, -0.545010], [0.802564, -1.601608, 0.624761], [2.907633, -0.104861, 0.901619], [2.038255, 0.981275, -0.191196], [1.496760, 0.870958, 2.415200]], "atomic_forces_ev_per_a": [[0.4, 2.0, 2.4], [-0.8, -2.5, -2.3], [0.4, 1.4, 2.8], [-1.1, 0.0, -1.2], [0.3, -1.0, 1.4], [-0.3, -0.2, -2.7], [0.4, -0.2, 0.9], [-0.2, -0.7, -0.4], [0.1, -0.4, -0.7], [0.2, 0.9, 0.4], [0.4, -0.5, -0.5], [0.3, -0.2, -0.6], [0.6, -0.3, -0.2], [-0.2, 0.0, 0.1], [0.0, 0.6, -0.4], [-0.5, 0.4, 0.0], [-0.3, 0.3, 0.7], [0.4, 0.2, 0.5], [-0.2, 0.1, -0.2]], "mulliken_charge": [-0.125, 0.061, -0.650, -0.554, -0.732, -0.465, -0.531, 0.282, 0.279, 0.226, 0.501, 0.265, 0.323, 0.338, 0.423, 0.366, 0.414, 0.266, 0.313]}

***

No. 5
{"formula": "C2H4OPb", "method": "ωB97M-V/def2-TZVPD", "spin_multiplicity": 1, "homo_lumo_gap_ev": 5.99, "lumo_energy_ev": -1.06, "total_charge": 0, "species": ["H", "Pb", "C", "H", "H", "C", "O", "H"], "xyz": [[1.392110, -0.060913, -0.039421], [0.079816, -0.850721, -1.539994], [-0.691028, 1.559832, -0.701912], [-0.463870, 1.942857, -1.704565], [-1.735181, 1.389516, -0.414622], [0.163463, 1.960409, 0.334272], [1.198122, 1.315132, 0.717849], [-0.225842, 2.708728, 1.053291]], "atomic_forces_ev_per_a": [[-1.0, -1.1, -1.5], [0.6, 1.6, 1.6], [-0.6, -2.4, -2.6], [-0.5, 0.1, 0.3], [0.2, 1.0, -0.4], [2.6, -2.4, 3.5], [-1.7, 3.1, -0.7], [0.4, 0.1, -0.1]], "mulliken_charge": [0.050, 0.283, -1.352, 0.374, 0.360, 0.465, -0.488, 0.308]}

***

No. 6
{"formula": "C17H21N5O4", "method": "ωB97M-V/def2-TZVPD", "spin_multiplicity": 1, "homo_lumo_gap_ev": 7.80, "lumo_energy_ev": -0.07, "smiles": "Cc1cn(CCCN/C(C[N+](=O)[O-])=N/c2ccc3c(c2)OCCO3)cn1", "total_charge": 0, "species": ["C", "C", "C", "N", "C", "C", "C", "N", "C", "C", "N", "O", "O", "N", "C", "C", "C", "C", "C", "C", "O", "C", "C", "O", "C", "N", "H", "H", "H", "H", "H", "H", "H", "H", "H", "H", "H", "H", "H", "H", "H", "H", "H", "H", "H", "H", "H"], "xyz": [[2.847469, 5.704881, 2.766983], [1.925198, 5.873761, 1.591636], [1.421164, 4.944316, 0.780910], [0.517454, 5.562175, -0.074167], [0.150633, 5.174767, -1.462971], [-0.758255, 3.954269, -1.523714], [-0.267560, 2.711890, -0.788975], [-1.182454, 1.560096, -0.991418], [-1.103034, 0.337936, -0.455640], [-0.484027, 0.066535, 0.844216], [0.710448, -0.778397, 0.735076], [0.976710, -1.531423, 1.697941], [1.424031, -0.577185, -0.191263], [-1.874075, -0.365785, -1.196950], [-2.190739, -1.578654, -0.730413], [-3.369128, -1.586499, 0.007711], [-3.758443, -2.794147, 0.599661], [-3.117015, -4.000114, 0.331408], [-2.022089, -3.944424, -0.515648], [-1.470704, -2.704322, -1.053538], [-1.373333, -5.057044, -0.967892], [-1.982353, -6.369096, -0.543879], [-2.587798, -6.222156, 0.926361], [-3.550101, -5.168193, 0.962872], [0.439338, 6.860523, 0.559984], [1.266987, 7.071044, 1.548357], [3.912921, 5.849836, 2.412774], [2.593213, 6.294967, 3.616193], [2.718278, 4.690653, 3.182159], [1.977683, 3.988865, 0.660918], [1.141987, 4.918910, -2.041194], [-0.353253, 6.087152, -1.924753], [-1.690359, 4.267667, -1.139977], [-0.863867, 3.675783, -2.557075], [0.727094, 2.395239, -1.093637], [-0.379065, 2.871422, 0.298312], [-1.765822, 1.528501, -1.831061], [-0.295140, 0.948345, 1.366850], [-1.255603, -0.489202, 1.320929], [-3.959579, -0.674897, 0.256026], [-4.653230, -2.628093, 1.128710], [-0.632062, -2.780618, -1.726691], [-2.738636, -6.449599, -1.341224], [-1.304890, -7.177788, -0.599585], [-1.891714, -5.974255, 1.647829], [-2.960076, -7.155304, 1.318449], [-0.143261, 7.727697, 0.200491]], "atomic_forces_ev_per_a": [[1.3, -1.8, -1.1], [0.5, 0.6, 3.9], [1.8, -1.6, -1.7], [-0.1, 2.2, 1.6], [1.6, 0.5, -0.3], [1.0, -0.2, 0.0], [-1.2, -1.0, 1.0], [1.2, 4.1, -0.5], [-1.6, 1.3, -3.2], [-1.3, -1.5, -0.8], [0.8, -1.1, 3.3], [-0.8, 1.2, -1.8], [0.9, 0.0, -1.5], [1.6, -0.2, 0.0], [-0.8, -1.3, -0.2], [-0.4, -1.7, 1.4], [0.1, 1.4, -1.2], [0.0, 0.0, 0.7], [1.5, 0.6, -1.3], [-2.2, -2.5, 1.6], [0.1, -1.8, 1.1], [-1.7, 3.1, 0.7], [-0.5, 0.3, -2.8], [-0.2, 0.0, -0.7], [-0.6, 0.8, -2.0], [-1.0, -0.9, -1.8], [-1.0, -0.1, 0.9], [-0.1, 1.1, 0.2], [0.5, 0.1, -0.4], [-1.2, 0.6, -0.4], [-1.8, 0.8, 1.0], [0.7, -1.3, 0.5], [-1.3, 0.0, 0.4], [-0.2, 0.1, -0.7], [0.4, 0.4, 0.2], [0.9, 0.4, -0.4], [0.5, 0.2, 0.5], [0.8, 1.3, 0.9], [-0.3, -0.7, 1.1], [0.8, -0.7, -0.5], [-0.9, -1.0, 1.1], [0.1, 0.3, 0.0], [-0.2, -0.6, 0.8], [1.2, -0.4, -0.2], [2.3, 0.7, 1.1], [-1.0, -0.3, -0.4], [-0.1, -1.1, -0.2]], "mulliken_charge": [-1.179, 0.499, -0.346, 0.262, -0.733, -0.646, -0.467, -0.052, 0.608, -1.348, 1.159, -0.620, -0.546, -0.612, 0.360, -0.538, -0.516, 0.399, 0.906, -1.150, -0.490, -0.495, -0.497, -0.481, -0.307, -0.574, 0.237, 0.364, 0.333, 0.284, 0.296, 0.337, 0.360, 0.452, 0.277, 0.273, 0.329, 0.518, 0.386, 0.364, 0.449, 0.466, 0.281, 0.371, 0.349, 0.341, 0.335]}

***

In kJ/mol, the energy relative to the best compared isomer or geometry (same formula, charge and spin) values for the records above are, in order, 84.35; 38.39; 429.45; 134.87; 154.81; 846.27.